Entry 1:
{"formula": "C4H12NO3", "method": "the ωB97M-V functional and the def2-TZVPD basis", "e_lumo_ev": 3.9, "homo_lumo_gap_ev": 7.972, "total_charge": -1, "e_above_lowest_kcal_mol": 36.2, "species": ["H", "O", "C", "O", "H", "O", "H", "H", "H", "H", "C", "N", "C", "C", "H", "H", "H", "H", "H", "H"], "coordinates": [[3.2398, -1.6575, 2.2478], [0.8286, -0.6783, 0.8024], [1.3927, 0.3259, 0.1201], [2.9794, -2.1675, 1.5284], [-3.2781, -0.4554, -1.5148], [-0.9742, -0.8396, -1.2295], [2.0711, -1.6603, 1.2495], [-3.2394, 0.9770, -2.2453], [-0.3975, -1.0909, -0.4116], [1.4434, 0.0636, -0.9566], [-1.3551, 0.4872, -1.0261], [0.5579, 1.5927, 0.3751], [-2.8958, 0.5150, -1.2184], [-0.8954, 1.2099, 0.3363], [-0.8218, 0.8495, -1.9801], [2.3844, 0.3629, 0.5209], [0.8470, 1.9850, 1.3053], [-1.5200, 2.1233, 0.2259], [-3.5691, 0.9684, -0.3973], [-1.2135, 0.6414, 1.2470]]}

---

Entry 2:
{"formula": "C6H12O12S3", "method": "the ωB97M-V functional and the def2-TZVPD basis", "e_lumo_ev": 0.2, "smiles": "O=S1(=O)OCCO1.O=S1(=O)OCCO1.O=S1(=O)OCCO1", "homo_lumo_gap_ev": 11.279, "e_above_lowest_kcal_mol": 73.9, "species": ["H", "H", "C", "H", "H", "O", "H", "C", "O", "H", "C", "C", "O", "O", "H", "H", "O", "S", "H", "C", "O", "H", "H", "S", "O", "O", "O", "C", "O", "S", "O", "H", "O"], "coordinates": [[6.2787, 2.4430, -1.5063], [-2.1917, -0.4350, -3.3236], [-1.1008, -0.5085, -1.5443], [-1.4384, -1.0945, 2.3050], [-2.7832, -1.8752, 4.5309], [4.1597, 2.1469, 0.0389], [-1.0075, -2.5853, 3.0045], [4.4755, 3.3435, -0.5842], [-4.4111, -4.3024, 1.2043], [-3.6407, -1.2490, 3.1849], [-1.7992, 0.3375, -2.6623], [-1.8519, -2.0750, 2.5411], [-3.3802, 1.7610, 0.3273], [-1.6902, -0.0954, -0.3584], [-1.2195, 0.9519, -3.3512], [5.4792, 3.4949, -2.6064], [4.5201, 1.7013, -2.2003], [-3.1718, -4.1131, 1.9616], [-1.3621, -1.5666, -1.5591], [-2.9846, -2.0689, 3.4773], [-2.2469, -5.2292, 2.2154], [3.5376, 3.8787, -0.7320], [-0.0262, -0.3446, -1.4629], [-2.2446, 1.5088, -0.5428], [2.0491, 1.1592, -1.1494], [-2.2606, -2.8687, 1.4497], [-2.7396, 1.1714, -2.0503], [5.2899, 2.8125, -1.7778], [4.0344, -0.4268, -0.7541], [3.5630, 0.9672, -1.0038], [-3.5848, -3.3829, 3.4293], [4.9185, 4.0080, 0.1576], [-1.1700, 2.5353, -0.6587]]}

---

Entry 3:
{"formula": "C21H18N2O3S", "method": "the ωB97M-V functional and the def2-TZVPD basis", "e_lumo_ev": -0.6, "smiles": "Cc1cc(CSc2ccccc2)ccc1NC(=O)c1cccc([N+](=O)[O-])c1", "homo_lumo_gap_ev": 8.021, "e_above_lowest_kcal_mol": 70.0, "species": ["C", "H", "H", "H", "H", "H", "C", "C", "C", "C", "H", "C", "N", "O", "C", "H", "C", "C", "O", "C", "C", "C", "N", "H", "C", "H", "H", "H", "C", "C", "H", "H", "S", "C", "C", "H", "O", "H", "H", "C", "C", "H", "C", "H", "C"], "coordinates": [[0.4238, -0.4550, 3.2247], [-2.9499, 2.0266, -2.2465], [3.0494, -1.5800, -3.7970], [2.1608, -0.8743, 0.9312], [-2.3833, -3.0779, 3.6885], [-1.1744, 0.8538, 2.5823], [-0.9786, 2.4929, -0.4578], [1.5395, 0.5345, 3.0892], [1.3356, 1.2669, -3.1940], [-2.0929, 1.3730, -2.3955], [-0.8813, -0.4730, -5.0633], [1.2780, -1.0740, 0.3291], [1.5069, 1.3462, 2.0029], [-3.4435, 0.3351, 2.2581], [-0.4551, 0.2056, -0.9194], [1.5941, -1.4653, -0.6365], [2.3725, 0.3509, -3.1697], [-1.8791, -1.0881, 3.0956], [-4.0939, -1.5883, 2.9596], [1.0733, -1.1638, -4.5042], [0.6210, 1.3127, 0.9031], [-0.0865, 2.4723, 0.5920], [-3.2398, -0.7548, 2.7493], [-0.5866, -0.6821, -1.5224], [-1.1891, 1.3451, -1.2150], [0.0677, 3.3571, 1.1924], [-1.5165, 3.3978, -0.6956], [0.9724, -2.1091, -5.0168], [0.4650, 0.1672, 0.1203], [0.0328, -0.2519, -4.5327], [-2.4245, 0.3774, -2.6873], [1.7427, -1.9431, 3.9914], [-1.2002, 2.1073, -3.8385], [2.2402, -0.8649, -3.8199], [-0.8911, -0.1275, 2.9290], [-0.0352, -3.6411, 4.2938], [2.4224, 0.6196, 3.9185], [0.6904, -1.8456, 0.8268], [2.1839, 2.0993, 2.0206], [-1.5862, -2.3591, 3.5757], [0.1670, 0.9573, -3.8707], [3.2832, 0.5863, -2.6392], [-0.2782, -2.6646, 3.9047], [1.4243, 2.2170, -2.6897], [0.7189, -1.7185, 3.7331]]}

---

Entry 4:
{"formula": "C31H52MgNOSi4", "method": "the ωB97M-V functional and the def2-TZVPD basis", "e_lumo_ev": [1.4, 0.5], "homo_lumo_gap_ev": [3.990, 2.105], "total_charge": -1, "species": ["C", "H", "H", "H", "Si", "C", "H", "C", "H", "H", "H", "C", "H", "H", "H", "H", "C", "C", "H", "H", "H", "H", "H", "H", "C", "H", "C", "H", "C", "C", "C", "H", "H", "H", "H", "H", "C", "C", "H", "H", "C", "H", "H", "Mg", "H", "H", "H", "H", "C", "H", "H", "C", "C", "Si", "H", "H", "C", "H", "H", "H", "C", "C", "H", "N", "O", "C", "H", "C", "C", "C", "Si", "H", "C", "H", "H", "H", "H", "H", "H", "C", "C", "H", "Si", "H", "H", "C", "H", "C", "C", "C"], "coordinates": [[-1.6460, -0.3338, -2.9295], [-4.1827, 0.3229, 3.4400], [-3.9821, -1.1384, -3.2235], [2.5075, -1.9623, -1.5565], [1.7421, 1.8201, 3.8175], [1.6171, -0.4043, -0.2117], [2.0298, 4.2360, 3.7335], [-1.6831, -2.5609, -2.0311], [4.1965, 2.1962, -5.2783], [0.1574, -0.4408, -6.4131], [-2.0926, 1.3216, 5.9045], [2.0633, 2.1686, -5.3703], [0.0388, -3.8883, -2.4927], [-0.8102, 2.5910, -6.4026], [4.1167, 1.8476, 3.2874], [-3.2189, -0.5188, 2.1750], [-3.2113, -0.1403, 3.2082], [0.0368, -1.2082, 6.4151], [-2.3159, 1.0862, -5.7110], [0.3305, 3.8280, 3.3327], [1.6211, 3.6257, 2.0980], [-2.2250, 1.9795, 1.0513], [2.4317, -1.4545, -6.6841], [-3.3737, -1.4576, -4.9152], [3.3055, 1.1540, 3.0157], [-0.4004, 2.8070, -4.5637], [-1.9038, 0.9812, -3.7171], [0.0841, -2.1731, 6.9434], [1.3806, 3.5451, 3.1692], [3.3217, 1.5918, -5.5334], [1.9046, 1.9471, 5.6900], [2.3290, 1.0249, 6.1105], [-0.7782, -3.7481, 4.6856], [-1.3282, 2.8051, 5.2433], [-3.0283, 3.0326, 2.2550], [2.8446, -1.5166, 4.7555], [-2.1179, 2.0564, 5.0880], [-0.2692, -3.2309, -0.3426], [0.1591, -1.8265, -4.2070], [-0.9602, -0.7675, 6.5522], [-0.8829, -2.1359, -4.4708], [2.1772, -3.1509, 5.0742], [0.5026, -3.8055, 0.1807], [-1.1365, 1.0195, -1.3187], [-3.0982, 2.5561, 5.0733], [0.7977, -0.5296, 6.8246], [4.4555, -0.1330, -6.1240], [-1.5179, -2.3489, 1.3502], [3.4707, 0.2850, -5.9986], [2.3183, -2.5513, 3.3882], [-0.6303, -3.2217, 2.9808], [-1.3732, -2.5420, 0.2695], [2.1220, -0.9503, -1.4215], [0.1344, 0.2587, 3.3017], [-1.2567, 3.1586, 1.9932], [-2.4168, -0.3347, -2.0869], [2.0261, 0.0319, -2.4418], [1.9483, 3.2004, -5.0123], [-0.9372, -3.2250, -4.7198], [-1.9018, -2.5250, 4.0317], [-0.8690, -2.8918, 4.0018], [-0.5426, -3.3699, -1.7357], [1.2662, 2.1513, -2.4020], [-1.5148, 1.0193, -5.0717], [-2.5272, 1.8787, -2.9721], [-0.4731, 2.0612, -5.4326], [2.5881, 2.7870, 5.8912], [-1.8985, -1.8084, -3.3631], [0.8906, 1.4427, -5.6425], [-3.3670, -1.8202, -3.8487], [0.3536, -1.6079, 4.6081], [3.5452, 0.1467, 3.3827], [-2.1093, 2.4690, 2.0335], [-1.1959, -1.5476, -5.3667], [-3.7236, -2.8671, -3.7787], [-3.0406, -0.9736, 3.9008], [3.2097, 1.1166, 1.9196], [-0.5360, -0.2751, -2.7123], [0.9353, 2.1518, 6.1676], [2.3127, -0.4385, -6.3041], [1.3481, 1.1707, -1.9108], [1.4214, -0.9437, 0.7458], [-1.9320, 1.2106, 3.4151], [2.5396, -0.0555, -3.4201], [0.9726, 1.7080, 0.2721], [2.1077, -2.2622, 4.4278], [-3.1989, -1.6055, -0.6624], [1.0443, 0.1396, -6.1365], [-2.2696, -2.1784, -0.7805], [1.1708, 0.9378, -0.4875]]}

---

Number 1: E_tot -440.05046 Ha. Number 2: E_tot -2333.08946 Ha. Number 3: E_tot -1544.40531 Ha. Number 4: E_tot -2700.37209 Ha.